{
  "formula": "C39H54BN9S3SiSr",
  "method": "ωB97M-V with the def2-TZVPD basis set",
  "elements": ["Sr", "C", "C", "N", "C", "C", "C", "C", "C", "C", "C", "N", "C", "C", "N", "N", "H", "H", "H", "H", "H", "H", "H", "H", "H", "H", "H", "H", "H", "H", "H", "H", "H", "H", "C", "Si", "C", "N", "C", "C", "C", "C", "C", "C", "C", "C", "C", "C", "C", "C", "C", "C", "C", "C", "C", "H", "H", "H", "H", "H", "H", "H", "H", "H", "H", "H", "H", "H", "H", "H", "H", "H", "H", "H", "H", "H", "H", "H", "H", "C", "N", "C", "C", "N", "B", "N", "C", "C", "N", "C", "C", "S", "C", "S", "H", "H", "H", "H", "H", "H", "H", "H", "H", "H", "H", "H", "S", "C"],
  "positions_angstrom": [[-7.31, 1.51, 20.55], [-11.83, 1.39, 19.38], [-11.72, -0.09, 19.15], [-10.54, -0.59, 18.44], [-10.43, -0.39, 16.95], [-10.12, 1.05, 16.54], [-10.69, 1.60, 15.41], [-10.41, 2.93, 15.05], [-9.68, 3.66, 15.96], [-9.06, 3.02, 17.06], [-8.09, 3.81, 17.93], [-8.25, 3.68, 19.40], [-9.46, 4.13, 20.13], [-10.72, 3.38, 19.79], [-10.61, 1.94, 19.90], [-9.27, 1.73, 17.33], [-12.63, 1.51, 20.12], [-12.14, 1.98, 18.50], [-11.66, -0.56, 20.14], [-12.66, -0.36, 18.64], [-10.52, -1.61, 18.58], [-11.34, -0.66, 16.38], [-9.63, -1.04, 16.59], [-11.38, 1.02, 14.81], [-10.76, 3.39, 14.12], [-9.47, 4.71, 15.85], [-8.14, 4.83, 17.58], [-7.07, 3.48, 17.70], [-7.51, 4.26, 19.82], [-9.65, 5.19, 19.94], [-9.22, 3.99, 21.21], [-11.09, 3.61, 18.79], [-11.46, 3.81, 20.49], [-10.52, 1.69, 20.88], [-6.19, 0.69, 18.10], [-4.43, 1.07, 18.10], [-4.18, 2.68, 19.12], [-4.79, 2.66, 20.47], [-4.91, 4.01, 21.06], [-3.58, 4.62, 21.44], [-2.58, 3.59, 21.97], [-3.37, 2.40, 22.53], [-4.11, 1.72, 21.39], [-3.45, -0.40, 18.70], [-3.77, -1.67, 18.22], [-3.04, -2.79, 18.59], [-1.97, -2.65, 19.46], [-1.62, -1.41, 19.96], [-2.32, -0.30, 19.52], [-3.40, 1.60, 16.56], [-3.82, 2.69, 15.76], [-3.11, 3.16, 14.68], [-1.92, 2.51, 14.33], [-1.49, 1.41, 15.05], [-2.22, 0.97, 16.14], [-6.48, -0.25, 17.71], [-6.68, 1.46, 17.46], [-4.76, 3.37, 18.47], [-3.14, 3.07, 19.03], [-5.58, 3.96, 21.95], [-5.39, 4.70, 20.37], [-3.75, 5.39, 22.20], [-3.12, 5.18, 20.62], [-1.95, 4.05, 22.73], [-1.92, 3.31, 21.15], [-4.08, 2.76, 23.29], [-2.71, 1.72, 23.07], [-4.77, 0.97, 21.79], [-3.36, 1.17, 20.81], [-4.56, -1.76, 17.48], [-3.24, -3.74, 18.16], [-1.47, -3.55, 19.80], [-0.80, -1.30, 20.67], [-1.96, 0.68, 19.81], [-4.72, 3.22, 16.07], [-3.40, 4.02, 14.15], [-1.34, 2.89, 13.49], [-0.54, 0.94, 14.77], [-1.87, 0.10, 16.70], [-10.90, 1.71, 24.56], [-9.97, 0.62, 24.66], [-8.97, 0.49, 25.61], [-8.33, -0.64, 25.36], [-8.91, -1.24, 24.24], [-8.69, -2.77, 23.91], [-8.48, -2.98, 22.38], [-9.39, -3.67, 21.62], [-8.97, -3.60, 20.35], [-7.80, -2.89, 20.35], [-7.08, -2.57, 19.15], [-7.48, -2.50, 21.61], [-6.20, -1.38, 22.00], [-9.92, -0.44, 23.81], [-11.03, -0.68, 22.47], [-10.38, 2.59, 24.19], [-11.32, 1.85, 25.56], [-11.68, 1.37, 23.87], [-8.76, 1.36, 26.25], [-7.45, -1.04, 25.79], [-7.74, -3.12, 24.48], [-9.67, -3.34, 24.24], [-10.25, -4.12, 22.04], [-9.34, -4.05, 19.44], [-6.27, -3.28, 18.97], [-6.67, -1.54, 19.27], [-7.79, -2.53, 18.32], [-7.46, 4.01, 23.98], [-7.51, 2.92, 22.84]],
  "lumo_ha": [0.07687, 0.07670],
  "multiplicity": 2,
  "total_charge": -1,
  "gap_ev": [5.13, 6.67]
}

=====

{
  "formula": "C39H55BClN10ORhS",
  "method": "ωB97M-V with the def2-TZVPD basis set",
  "elements": ["Rh", "C", "C", "C", "C", "C", "C", "N", "N", "B", "N", "C", "C", "C", "N", "C", "C", "C", "N", "C", "C", "C", "N", "C", "C", "C", "H", "H", "H", "H", "H", "H", "H", "H", "H", "H", "H", "H", "H", "H", "H", "H", "H", "H", "H", "H", "H", "H", "H", "H", "H", "H", "H", "H", "C", "C", "C", "C", "C", "O", "C", "C", "C", "C", "C", "C", "Cl", "C", "C", "C", "N", "C", "N", "C", "N", "H", "H", "H", "H", "H", "H", "H", "H", "H", "H", "H", "H", "H", "H", "H", "H", "H", "H", "H", "H", "H", "H", "S", "C", "N", "C", "C", "C", "C", "H", "H", "H", "H", "H"],
  "positions_angstrom": [[-0.08, -0.24, -0.18], [2.56, 4.34, 0.25], [2.43, 2.82, 0.43], [3.80, 2.27, 0.84], [1.33, 2.49, 1.41], [1.09, 3.10, 2.65], [-0.13, 2.59, 3.06], [-0.56, 1.73, 2.13], [0.33, 1.65, 1.12], [-1.99, 1.13, 1.98], [-2.46, 1.44, 0.53], [-3.49, 2.19, 0.10], [-3.46, 2.25, -1.28], [-2.35, 1.49, -1.65], [-1.77, 1.01, -0.55], [-1.75, 1.26, -3.02], [-0.34, 1.85, -3.08], [-1.74, -0.22, -3.40], [-1.97, -0.41, 2.16], [-2.74, -1.15, 2.96], [-2.69, -2.46, 2.54], [-1.86, -2.46, 1.41], [-1.42, -1.21, 1.21], [-1.62, -3.61, 0.47], [-0.86, -4.76, 1.15], [-0.98, -3.19, -0.85], [3.25, 4.58, -0.56], [2.92, 4.82, 1.16], [1.58, 4.77, 0.01], [2.15, 2.40, -0.54], [3.90, 2.23, 1.93], [4.61, 2.85, 0.42], [4.87, 0.46, 0.73], [1.69, 3.84, 3.16], [-0.72, 2.81, 3.94], [-2.73, 1.62, 2.78], [-4.18, 2.64, 0.80], [-4.15, 2.77, -1.93], [-2.38, 1.80, -3.73], [0.31, 1.34, -2.35], [-0.32, 2.91, -2.84], [0.10, 1.71, -4.07], [-1.01, -0.77, -2.79], [-1.45, -0.35, -4.44], [-2.72, -0.68, -3.26], [-3.29, -0.69, 3.77], [-3.20, -3.31, 2.96], [-2.62, -3.98, 0.24], [0.19, -4.49, 1.30], [-0.89, -5.64, 0.51], [-1.30, -5.02, 2.11], [-0.04, -2.65, -0.68], [-1.66, -2.58, -1.45], [-0.70, -4.07, -1.43], [3.73, 2.61, -3.71], [5.04, 1.84, -3.96], [4.72, 0.50, -4.64], [5.84, 2.67, -4.98], [5.86, 1.59, -2.65], [7.13, 1.03, -2.93], [6.00, 2.81, -1.72], [7.01, 3.92, -2.11], [6.45, 5.28, -1.74], [6.30, 5.63, -0.40], [5.72, 6.83, -0.02], [5.27, 7.70, -1.01], [4.54, 9.20, -0.55], [5.42, 7.38, -2.35], [6.01, 6.17, -2.70], [5.28, 0.44, -1.79], [4.00, 0.72, -1.09], [2.85, 0.06, -1.40], [2.15, -0.30, -0.35], [2.83, 0.03, 0.75], [3.99, 0.83, 0.35], [3.13, 2.60, -4.63], [3.92, 3.66, -3.46], [3.11, 2.18, -2.91], [4.41, 0.67, -5.67], [3.89, -0.04, -4.15], [5.59, -0.15, -4.66], [5.29, 2.71, -5.92], [6.82, 2.23, -5.21], [5.98, 3.70, -4.65], [7.66, 1.65, -3.44], [6.31, 2.42, -0.75], [5.02, 3.27, -1.60], [7.25, 3.90, -3.17], [7.95, 3.75, -1.57], [6.67, 4.96, 0.38], [5.61, 7.10, 1.02], [5.08, 8.08, -3.10], [6.13, 5.94, -3.75], [6.05, 0.20, -1.06], [5.15, -0.45, -2.40], [2.58, -0.14, -2.43], [2.58, -0.14, 1.78], [2.65, -3.34, 0.39], [2.83, -3.08, 2.04], [3.96, -3.50, 2.68], [4.23, -3.32, 4.00], [3.34, -2.69, 4.80], [2.12, -2.26, 4.22], [1.87, -2.45, 2.89], [4.61, -4.02, 2.11], [5.17, -3.71, 4.35], [3.55, -2.54, 5.85], [1.37, -1.79, 4.85], [0.93, -2.15, 2.45]],
  "lumo_ha": [-0.18381, -0.25135],
  "multiplicity": 5,
  "total_charge": 2,
  "gap_ev": [7.74, 5.88]
}

=====

{
  "formula": "C39H55Cl4N7O8P2SeSiTa",
  "method": "ωB97M-V with the def2-TZVPD basis set",
  "elements": ["Ta", "C", "N", "C", "P", "O", "O", "P", "O", "N", "C", "C", "N", "C", "C", "N", "C", "C", "H", "H", "H", "H", "H", "H", "H", "H", "H", "H", "H", "H", "H", "H", "H", "H", "H", "H", "H", "H", "H", "H", "H", "H", "C", "O", "C", "C", "C", "C", "C", "C", "N", "C", "N", "C", "C", "C", "C", "C", "C", "O", "C", "N", "C", "C", "C", "C", "C", "C", "O", "C", "H", "H", "H", "H", "H", "H", "H", "H", "H", "H", "H", "H", "H", "H", "H", "H", "H", "H", "H", "H", "H", "H", "Cl", "C", "C", "Cl", "C", "Cl", "C", "O", "C", "O", "C", "Cl", "C", "Si", "C", "C", "Se", "H", "H", "H", "H", "H", "H", "H", "H", "H"],
  "positions_angstrom": [[-0.01, 0.69, 1.72], [0.85, 4.43, -0.16], [-0.58, 4.73, -0.20], [-0.86, 5.80, -1.15], [-1.67, 3.49, -0.09], [-1.57, 2.70, 1.17], [-1.46, 2.60, -1.40], [-0.72, 1.02, -1.48], [0.15, 1.31, -0.18], [-0.45, 0.88, -4.30], [0.40, 1.22, -5.49], [-1.83, 1.39, -4.57], [-2.20, 0.27, -1.48], [-2.41, -1.18, -1.48], [-3.50, 0.90, -1.22], [-3.16, 4.14, -0.28], [-3.80, 4.44, -1.55], [-3.69, 4.90, 0.84], [1.38, 5.33, 0.13], [1.20, 4.12, -1.15], [1.06, 3.66, 0.57], [-0.32, 6.69, -0.84], [-1.92, 6.04, -1.19], [-0.52, 5.53, -2.16], [1.39, 0.78, -5.33], [0.47, 2.30, -5.57], [-0.07, 0.79, -6.37], [-2.44, 1.23, -3.68], [-2.24, 0.83, -5.41], [-1.77, 2.45, -4.81], [-1.56, -1.74, -1.12], [-2.70, -1.52, -2.48], [-3.23, -1.40, -0.80], [-3.55, 1.93, -1.53], [-3.73, 0.85, -0.15], [-4.26, 0.35, -1.77], [-3.26, 3.97, -2.38], [-3.84, 5.52, -1.74], [-4.83, 4.06, -1.55], [-3.23, 4.58, 1.77], [-4.77, 4.73, 0.92], [-3.52, 5.98, 0.71], [2.59, -5.95, -3.91], [2.38, -4.89, -2.99], [3.45, -4.50, -2.23], [4.72, -5.07, -2.30], [5.73, -4.58, -1.48], [5.49, -3.53, -0.63], [4.23, -2.95, -0.56], [3.20, -3.45, -1.34], [1.89, -2.92, -1.36], [1.29, -2.21, -0.34], [1.58, -2.65, 0.92], [2.11, -1.84, 1.94], [1.79, -0.50, 2.19], [2.60, 0.15, 3.15], [3.58, -0.48, 3.87], [3.80, -1.84, 3.69], [3.07, -2.51, 2.73], [3.22, -3.84, 2.44], [4.24, -4.56, 3.12], [0.46, -1.24, -0.52], [0.40, -0.55, -1.78], [1.69, 0.13, -2.15], [1.55, 1.26, -2.84], [0.12, 1.61, -3.08], [-0.48, -0.58, -4.15], [-0.13, -1.23, -3.03], [-0.21, -2.57, -2.95], [-0.72, -3.31, -4.05], [1.65, -6.10, -4.42], [2.87, -6.87, -3.39], [3.36, -5.69, -4.64], [4.92, -5.89, -2.98], [6.72, -5.03, -1.54], [6.28, -3.13, -0.01], [4.05, -2.11, 0.09], [1.34, -3.11, -2.18], [1.98, -3.58, 0.94], [2.43, 1.20, 3.36], [4.15, 0.06, 4.61], [4.55, -2.36, 4.27], [4.21, -5.57, 2.72], [4.05, -4.58, 4.19], [5.22, -4.11, 2.92], [2.63, -0.26, -1.80], [2.36, 1.92, -3.12], [-0.06, 2.66, -3.28], [-0.82, -1.07, -5.05], [-0.72, -4.35, -3.73], [-0.07, -3.20, -4.92], [-1.73, -2.99, -4.29], [-0.13, 3.38, 8.04], [0.10, 3.16, 6.35], [0.55, 4.21, 5.56], [0.84, 5.76, 6.25], [0.78, 4.02, 4.20], [1.39, 5.27, 3.19], [0.55, 2.77, 3.65], [0.75, 2.41, 2.37], [0.02, 1.74, 4.42], [-0.29, 0.66, 3.70], [-0.16, 1.91, 5.78], [-0.64, 0.56, 6.74], [-3.29, -2.91, 3.77], [-3.60, -1.19, 3.18], [-5.08, -1.07, 2.08], [-3.59, 0.08, 4.51], [-1.85, -0.84, 1.75], [-4.19, -3.34, 4.21], [-2.50, -2.91, 4.52], [-2.97, -3.55, 2.95], [-6.00, -1.16, 2.67], [-5.09, -1.87, 1.33], [-5.09, -0.11, 1.58], [-4.32, -0.15, 5.28], [-3.81, 1.06, 4.09], [-2.60, 0.11, 4.96]],
  "lumo_ha": -0.07534,
  "total_charge": 1,
  "gap_ev": 7.61
}

=====

{
  "formula": "C39H55F8O24S",
  "method": "ωB97M-V with the def2-TZVPD basis set",
  "elements": ["C", "C", "C", "C", "C", "C", "C", "C", "C", "C", "C", "C", "C", "C", "C", "S", "H", "H", "H", "H", "H", "H", "H", "H", "H", "H", "H", "H", "H", "H", "H", "H", "H", "H", "H", "H", "H", "H", "H", "H", "H", "H", "H", "H", "H", "H", "H", "C", "C", "O", "C", "O", "O", "F", "H", "H", "H", "C", "C", "O", "C", "O", "O", "F", "H", "H", "H", "C", "C", "O", "C", "O", "O", "F", "H", "H", "H", "C", "C", "O", "C", "O", "O", "F", "H", "H", "H", "C", "C", "O", "C", "O", "O", "F", "H", "H", "H", "C", "C", "O", "C", "O", "O", "F", "H", "H", "H", "C", "C", "O", "C", "O", "O", "F", "H", "H", "H", "C", "C", "O", "C", "O", "O", "F", "H", "H", "H"],
  "positions_angstrom": [[-6.32, -3.52, -3.56], [-6.00, -3.92, -2.08], [-5.18, -2.80, -1.32], [-6.09, -2.08, -0.26], [-5.67, -0.57, -0.08], [-5.09, -0.23, 1.32], [-4.13, -1.34, 1.90], [-2.84, -0.68, 2.50], [-1.51, -1.32, 1.99], [-1.13, -1.02, 0.49], [-2.03, 0.03, -0.23], [-1.52, 0.42, -1.65], [-0.20, 1.27, -1.60], [0.03, 2.07, -0.26], [-0.97, 3.28, -0.20], [-1.43, 3.65, 1.57], [-6.48, -2.42, -3.66], [-5.52, -3.86, -4.24], [-7.25, -4.04, -3.90], [-6.94, -4.08, -1.52], [-5.38, -4.84, -2.11], [-4.81, -2.08, -2.07], [-4.31, -3.29, -0.83], [-7.13, -2.08, -0.68], [-6.11, -2.61, 0.71], [-6.59, 0.04, -0.23], [-5.00, -0.31, -0.92], [-5.97, -0.17, 2.01], [-4.64, 0.78, 1.32], [-3.81, -2.00, 1.06], [-4.69, -1.90, 2.67], [-2.87, -0.87, 3.60], [-2.87, 0.42, 2.41], [-1.57, -2.42, 2.16], [-0.68, -0.97, 2.65], [-1.27, -1.97, -0.07], [-0.06, -0.78, 0.36], [-3.02, -0.45, -0.38], [-2.25, 0.92, 0.43], [-2.33, 1.08, -2.09], [-0.29, 2.04, -2.41], [0.73, 0.70, -1.84], [0.02, 1.45, 0.65], [1.04, 2.54, -0.34], [-0.54, 4.18, -0.68], [-1.91, 3.03, -0.74], [-1.03, 2.50, 2.20], [3.85, 0.32, -3.14], [5.10, 0.23, -2.31], [4.59, 0.21, -0.99], [3.36, -0.37, -1.07], [2.76, -0.79, -0.14], [2.91, -0.40, -2.35], [5.87, 1.34, -2.47], [3.50, 1.34, -3.27], [3.97, -0.14, -4.12], [5.70, -0.66, -2.49], [-2.77, -1.17, -4.74], [-2.64, -0.07, -5.75], [-2.57, -0.77, -6.98], [-3.28, -1.92, -6.80], [-3.65, -2.62, -7.69], [-3.50, -2.16, -5.49], [-1.48, 0.63, -5.58], [-1.81, -1.58, -4.44], [-3.32, -0.87, -3.85], [-3.48, 0.63, -5.77], [4.62, 1.19, 2.72], [5.72, 1.65, 1.81], [6.89, 1.37, 2.57], [6.58, 0.31, 3.36], [7.39, -0.35, 3.93], [5.25, 0.11, 3.42], [5.65, 2.98, 1.59], [4.32, 1.96, 3.44], [3.74, 0.86, 2.18], [5.76, 1.12, 0.86], [2.71, 5.72, 3.44], [2.44, 6.61, 2.26], [2.80, 5.78, 1.16], [2.58, 4.50, 1.57], [2.51, 3.57, 0.84], [2.43, 4.42, 2.92], [3.25, 7.70, 2.26], [3.75, 5.77, 3.77], [2.07, 5.95, 4.29], [1.40, 6.92, 2.15], [6.06, -3.39, 4.04], [6.59, -4.75, 4.38], [6.15, -5.54, 3.29], [6.07, -4.70, 2.22], [6.00, -5.06, 1.10], [6.10, -3.40, 2.62], [6.04, -5.24, 5.53], [5.03, -3.25, 4.38], [6.68, -2.59, 4.45], [7.68, -4.81, 4.46], [3.86, 5.09, 8.48], [3.76, 4.07, 7.38], [3.45, 4.87, 6.25], [4.00, 6.09, 6.48], [4.17, 6.92, 5.64], [4.34, 6.24, 7.78], [2.75, 3.21, 7.60], [2.89, 5.32, 8.93], [4.55, 4.80, 9.27], [4.69, 3.52, 7.20], [-0.12, 1.29, -8.26], [-0.66, 1.70, -9.60], [-0.18, 3.02, -9.74], [0.99, 3.08, -9.04], [1.79, 3.94, -9.14], [1.11, 2.02, -8.20], [-2.02, 1.72, -9.61], [-0.77, 1.60, -7.44], [0.05, 0.22, -8.19], [-0.31, 1.09, -10.44], [-4.84, -6.25, 0.89], [-3.37, -6.10, 1.17], [-3.33, -4.99, 2.04], [-4.52, -4.99, 2.71], [-4.73, -4.36, 3.69], [-5.43, -5.79, 2.10], [-2.68, -5.81, 0.04], [-5.17, -5.61, 0.06], [-5.13, -7.28, 0.67], [-2.92, -6.97, 1.66]],
  "lumo_ha": 0.05520,
  "total_charge": -1,
  "gap_ev": 3.32
}

=====

DFT total energy / a.u.: -3551.02515; -3135.15961; -7775.78763; -4521.97045